The following is a quantum chemistry calculation of a 3-piece molecular cluster, C6H17N3 overall, from the OMol25 dataset.

Results
Energy above the lowest of the compared OMol25 structures with the same formula, charge and spin: 5.257 eV
LUMO level (alpha / beta): 0.81 / 0.81 eV
E_HOMO (alpha / beta): -6.70 / -6.70 eV
Gap between HOMO and LUMO (alpha / beta): 7.51 / 7.51 eV
2S+1: 1

```
26
Properties=species:S:1:pos:R:3:lowdin_charge:R:1
H -1.495 1.035 -1.964 0.07
N -0.726 -0.106 2.083 0.12
C -0.997 1.896 -1.509 -0.21
H 0.375 2.419 1.498 0.05
H 0.858 -4.143 0.552 0.07
H 0.754 -2.074 1.821 0.03
C 0.090 2.683 0.472 -0.20
H -0.556 3.575 0.551 0.07
C 0.367 -3.228 0.192 -0.23
H -0.024 -0.975 -1.837 0.08
H 1.017 3.011 -0.040 0.07
H -0.085 0.548 2.506 0.10
H 0.540 -3.198 -0.887 0.05
H 1.455 0.293 0.574 0.13
H -1.387 -0.861 0.272 0.15
C 0.857 -0.521 -1.385 -0.08
H 1.110 0.372 -1.955 0.07
N -0.577 1.588 -0.171 -0.25
H -1.723 2.727 -1.522 0.07
C 0.631 -0.172 0.050 -0.20
H 1.688 -1.223 -1.460 0.08
C -0.553 -0.392 0.773 -0.20
N 0.946 -2.055 0.824 -0.10
H -1.675 -0.023 2.408 0.11
H -0.717 -3.372 0.343 0.06
H -0.173 2.196 -2.189 0.07
```

=====

The following is a quantum chemistry calculation of C36H39ClCsN7O3S2Te as an isolated structure in a non-equilibrium geometry, from the OMol25 dataset.

Results
Energy above the lowest of the compared OMol25 structures with the same formula, charge and spin: 0.931 eV
LUMO level: 3.61 eV
E_HOMO: -1.15 eV
Gap between HOMO and LUMO: 4.76 eV
2S+1: 1
Charge: -2

```
90
Properties=species:S:1:pos:R:3:lowdin_charge:R:1
H -0.900 2.108 -2.414 0.11
C 4.975 3.811 -2.657 -0.14
H 4.260 4.486 -3.109 0.09
N -0.050 1.037 3.480 0.09
H 7.522 1.369 -1.104 0.09
N -2.609 3.209 -1.773 0.10
H 0.967 4.904 -0.823 0.09
H 3.770 3.658 3.051 0.10
H 6.674 4.976 -3.252 0.09
H -1.329 -0.528 3.117 0.07
C 6.811 2.064 -1.535 -0.10
H -0.729 -1.777 5.173 0.11
H -5.940 -3.515 1.469 0.11
N 0.737 0.150 -3.674 -0.01
Cl 2.498 1.630 6.459 0.62
C -3.815 2.705 -1.276 -0.25
H -5.490 -4.627 -0.740 0.11
C 1.593 4.635 0.021 -0.15
C 1.548 5.399 1.181 -0.11
H -1.775 -2.305 -2.185 0.08
H 8.319 3.423 -2.241 0.09
H -4.521 -0.529 -0.440 0.07
C -4.663 0.532 -0.618 -0.05
H -5.008 -2.452 3.417 0.08
C -0.823 -1.063 -5.040 -0.11
H -1.839 -1.406 -5.185 0.08
O -0.676 2.542 -0.496 -0.23
C -3.580 1.309 -1.057 -0.28
H -4.198 -4.946 0.429 0.12
O -2.046 -1.578 1.449 0.01
C 0.197 -1.345 -5.948 -0.12
H -0.003 -1.933 -6.839 0.09
C -5.032 3.296 -1.054 -0.08
N 1.538 -3.390 0.940 -0.59
C -1.623 -2.122 -1.122 -0.06
C 0.693 -0.297 5.811 -0.10
H -5.070 -0.941 2.473 0.09
Cs 1.315 -0.496 0.402 0.89
H -5.174 4.358 -1.232 0.09
C 2.332 5.056 2.277 -0.12
H -7.077 2.942 -0.417 0.06
C 3.153 3.939 2.204 -0.12
C 1.729 -0.098 -4.552 -0.84
N -2.306 0.963 -1.323 0.07
H -2.334 4.150 -1.537 0.12
H -1.590 -1.041 -0.966 0.03
N -4.104 -2.571 1.540 -0.10
H -2.100 3.390 0.771 0.08
H 1.332 2.484 3.992 0.10
C 7.258 3.213 -2.174 -0.12
O 1.854 -1.581 2.738 -0.90
C 6.335 4.084 -2.739 -0.11
H -4.205 -2.954 -1.878 0.13
C -0.490 -0.312 -3.925 -0.17
C -4.682 -4.168 -0.167 -0.16
H -3.547 -1.464 3.202 0.07
H -5.717 -2.308 0.199 0.12
C -4.455 -1.814 2.722 -0.04
H 3.825 2.299 1.004 0.09
C -6.107 2.495 -0.599 -0.18
H -0.697 -2.601 -0.800 0.06
S 3.318 0.534 -4.254 0.40
C -0.606 -0.125 3.812 -0.15
C 4.515 2.670 -2.006 -0.56
C 1.270 0.905 5.451 -0.65
H 2.278 -1.061 -6.398 0.08
C -3.679 -3.529 -1.107 -0.17
C -1.593 2.164 -1.570 -0.40
Te 2.435 2.269 -1.856 1.24
H -6.737 0.527 -0.053 0.07
H -1.708 1.686 1.093 0.08
C -0.267 -0.820 4.968 -0.07
C 0.880 1.542 4.285 -0.16
H -1.247 -0.061 -3.184 0.07
C -2.921 -2.234 0.889 -0.49
N -2.772 -2.654 -0.392 -0.07
C 1.466 -0.867 -5.711 -0.15
S 1.453 -2.975 2.340 0.47
C 5.450 1.796 -1.455 -0.15
H 2.297 5.651 3.182 0.09
H -0.524 2.951 1.478 0.06
H 1.007 -0.809 6.712 0.10
C 3.179 3.171 1.043 -0.14
H 5.110 0.885 -0.977 0.09
H 0.895 6.264 1.232 0.09
C -5.908 1.139 -0.398 -0.17
C -5.211 -3.100 0.770 -0.18
C 2.409 3.509 -0.069 -0.50
H -3.092 -4.294 -1.621 0.12
C -1.294 2.645 0.771 -0.12
```